[1]
# C87H97N11O29

A cluster of 18 separate species, C87H97N11O29 in total at a distorted geometry (ωB97M-V/def2-TZVPD, the OMol25 dataset).

gap between HOMO and LUMO: 7.98 eV
E_LUMO: -1.223 eV
M: 1760.781 u
calculated total energy: -6156.56448 a.u.
max |F|: 4.21 eV/Å

Last column: Mulliken charge in e.
Atoms and positions in Å:
C: -3.36 2.07 -8.44  -0.625
C: -4.57 1.56 -7.96  -0.397
C: -4.95 1.67 -6.64  -0.656
C: -4.03 2.26 -5.74  0.276
C: -2.77 2.72 -6.22  -0.271
C: -2.47 2.62 -7.56  -0.445
N: -4.44 2.36 -4.33  1.009
O: -5.65 2.37 -4.14  -0.617
O: -3.60 2.58 -3.50  -0.543
H: -3.11 1.91 -9.48  0.390
H: -5.20 0.95 -8.58  0.374
H: -5.88 1.28 -6.27  0.496
H: -2.08 3.23 -5.56  0.479
H: -1.57 3.03 -7.99  0.449
C: 3.53 -4.76 -0.49  -0.214
C: 2.59 -5.12 0.43  0.119
C: 2.62 -6.39 1.04  -0.672
C: 3.74 -7.19 0.82  -0.172
C: 4.71 -6.82 -0.15  -0.549
C: 4.57 -5.62 -0.82  -0.879
N: 3.91 -8.49 1.54  0.989
O: 4.88 -9.21 1.30  -0.608
O: 3.09 -8.74 2.44  -0.581
H: 3.49 -3.83 -1.04  0.785
H: 1.77 -4.46 0.66  0.259
H: 1.86 -6.63 1.77  0.583
H: 5.52 -7.51 -0.31  0.480
H: 5.31 -5.35 -1.55  0.406
C: -4.06 -0.48 -1.94  0.929
C: -3.85 -1.63 -2.69  -0.404
C: -4.95 -2.47 -2.90  -0.206
C: -6.23 -2.11 -2.43  -0.968
C: -6.39 -0.98 -1.60  -0.372
C: -5.26 -0.16 -1.36  -0.622
N: -7.39 -3.02 -2.68  1.057
O: -7.24 -3.97 -3.42  -0.634
O: -8.44 -2.87 -2.14  -0.642
H: -3.21 0.16 -1.72  -0.125
H: -2.85 -1.89 -3.01  0.276
H: -4.76 -3.31 -3.55  0.481
H: -7.32 -0.84 -1.08  0.636
H: -5.41 0.72 -0.74  0.730
C: -4.80 -1.10 6.38  -0.482
C: -5.18 0.13 5.83  -0.576
C: -4.33 0.75 4.95  -0.345
C: -3.13 0.13 4.59  0.102
C: -2.70 -1.05 5.26  -0.680
C: -3.61 -1.69 6.07  -0.590
N: -2.30 0.79 3.60  1.245
O: -2.60 1.91 3.28  -0.561
O: -1.43 0.09 3.07  -0.405
H: -5.53 -1.65 6.96  0.383
H: -6.16 0.53 6.04  0.406
H: -4.64 1.67 4.48  0.544
H: -1.70 -1.42 5.11  0.466
H: -3.37 -2.65 6.51  0.475
C: -3.89 -3.74 0.51  -0.953
C: -3.07 -2.74 1.00  -0.713
C: -1.97 -3.05 1.79  0.346
C: -1.68 -4.35 2.15  -0.303
C: -2.49 -5.35 1.64  -0.753
C: -3.59 -5.05 0.84  -0.893
N: -0.47 -4.79 2.98  1.055
O: -0.27 -6.03 3.23  -0.642
O: 0.26 -3.85 3.25  -0.498
H: -4.75 -3.52 -0.12  0.583
H: -3.28 -1.73 0.67  0.484
H: -1.36 -2.19 2.05  0.959
H: -2.21 -6.36 1.92  0.607
H: -4.19 -5.87 0.45  0.654
C: 5.14 2.02 0.49  -0.092
C: 4.94 2.96 1.48  -0.617
C: 5.86 4.04 1.60  -0.619
C: 6.94 4.11 0.64  -0.432
C: 7.05 3.13 -0.38  -0.682
C: 6.16 2.09 -0.42  -0.332
N: 7.92 5.26 0.64  1.016
O: 8.91 5.20 -0.13  -0.597
O: 7.69 6.17 1.42  -0.571
H: 4.39 1.26 0.35  0.286
H: 4.07 2.85 2.11  0.972
H: 5.73 4.77 2.38  0.513
H: 7.83 3.13 -1.13  0.509
H: 6.16 1.28 -1.13  0.624
C: -4.51 -6.79 -3.39  -0.575
C: -4.14 -6.10 -4.54  -0.413
C: -2.98 -5.32 -4.60  -0.204
C: -2.11 -5.36 -3.52  -0.418
C: -2.51 -6.07 -2.38  -0.017
C: -3.69 -6.73 -2.26  -0.647
N: -0.95 -4.42 -3.45  1.055
O: -0.04 -4.68 -2.67  -0.572
O: -0.86 -3.47 -4.25  -0.496
H: -5.37 -7.45 -3.47  0.418
H: -4.79 -5.96 -5.38  0.357
H: -2.82 -4.68 -5.45  0.403
H: -1.76 -6.10 -1.60  0.540
H: -3.91 -7.33 -1.39  0.576
C: 2.53 3.00 7.28  -0.170
C: 3.11 2.24 6.27  -0.312
C: 4.28 1.48 6.52  -0.497
C: 4.97 1.64 7.70  -0.200
C: 4.50 2.55 8.65  -0.324
C: 3.27 3.21 8.45  -0.622
N: 6.34 1.12 7.84  1.015
O: 6.85 0.46 6.91  -0.606
O: 6.97 1.32 8.82  -0.607
H: 1.60 3.54 7.20  0.313
H: 2.57 2.28 5.33  0.376
H: 4.70 0.81 5.77  0.701
H: 4.97 2.73 9.60  0.402
H: 2.90 3.91 9.18  0.392
C: -6.38 -1.27 2.51  -0.409
C: -7.56 -1.91 2.04  -1.014
C: -8.57 -1.09 1.43  -0.226
C: -8.36 0.29 1.29  -0.356
C: -7.14 0.84 1.70  -0.582
C: -6.17 0.05 2.25  -0.005
N: -9.48 1.10 0.73  0.963
O: -10.64 0.61 0.65  -0.594
O: -9.26 2.28 0.37  -0.573
H: -5.59 -1.88 2.91  0.658
H: -7.80 -2.96 2.10  0.465
H: -9.50 -1.54 1.13  0.506
H: -7.01 1.89 1.50  0.585
H: -5.19 0.46 2.46  0.559
C: -0.77 1.66 -3.06  1.528
C: -0.27 2.86 -3.54  -1.119
C: 0.35 2.86 -4.76  -0.417
C: 0.49 1.65 -5.51  -0.345
C: -0.19 0.52 -5.03  -0.709
C: -0.78 0.52 -3.80  -0.062
N: 1.27 1.54 -6.78  1.120
O: 1.65 2.60 -7.26  -0.662
O: 1.46 0.43 -7.28  -0.630
H: -1.16 1.68 -2.05  -0.276
H: -0.26 3.77 -2.97  0.356
H: 0.82 3.75 -5.13  0.457
H: -0.12 -0.43 -5.54  0.723
H: -1.17 -0.38 -3.34  -0.055
C: 3.91 8.28 0.28  -0.476
C: 4.55 7.15 -0.23  -0.676
C: 3.85 5.96 -0.33  0.003
C: 2.49 5.95 0.02  -0.121
C: 1.85 7.11 0.51  -0.234
C: 2.57 8.29 0.66  -0.709
N: 1.66 4.72 -0.19  1.141
O: 2.21 3.68 -0.50  -0.434
O: 0.48 4.74 0.07  -0.630
H: 4.46 9.20 0.41  0.391
H: 5.61 7.11 -0.44  0.438
H: 4.29 5.09 -0.78  0.343
H: 0.82 7.13 0.83  0.431
H: 2.05 9.19 0.95  0.415
C: 2.36 -3.46 -4.65  -0.315
C: 2.58 -3.23 -6.12  0.630
O: 2.09 -4.04 -6.89  -0.633
C: 3.50 -2.10 -6.57  -0.906
H: 1.80 -4.38 -4.43  0.058
H: 1.94 -2.56 -4.21  0.010
H: 3.39 -3.58 -4.29  0.424
H: 3.34 -1.97 -7.64  0.333
H: 4.56 -2.34 -6.52  0.390
H: 3.29 -1.23 -5.96  -0.003
C: 2.17 -1.24 4.89  -1.015
C: 3.11 -1.03 3.75  0.731
O: 3.57 0.11 3.55  -0.408
C: 3.56 -2.17 2.91  -0.513
H: 1.31 -1.80 4.53  0.106
H: 1.87 -0.34 5.42  0.157
H: 2.82 -1.86 5.50  0.464
H: 3.07 -2.33 1.95  -0.147
H: 3.48 -3.11 3.47  0.514
H: 4.63 -2.02 2.79  0.164
C: -0.96 5.37 5.81  -1.470
C: -0.54 4.06 5.29  0.861
O: -0.71 3.08 6.03  -0.587
C: 0.11 3.99 3.86  0.203
H: -0.04 5.95 5.88  0.355
H: -1.55 5.24 6.71  0.367
H: -1.62 5.91 5.13  0.404
H: 0.47 4.98 3.61  0.418
H: -0.61 3.61 3.14  -0.227
H: 1.00 3.36 3.90  -0.244
C: -3.69 4.74 1.60  -1.323
C: -3.81 3.50 0.75  0.533
O: -4.89 2.91 0.58  -0.497
C: -2.60 3.04 -0.01  1.207
H: -4.02 4.51 2.61  0.290
H: -4.23 5.59 1.16  0.436
H: -2.63 4.95 1.73  0.211
H: -1.75 3.71 0.08  -0.320
H: -2.89 2.85 -1.04  -0.247
H: -2.25 2.09 0.39  -0.246
C: 4.43 2.72 -3.95  -0.972
C: 4.11 1.22 -3.58  0.528
O: 4.78 0.34 -4.08  -0.596
C: 2.91 1.05 -2.70  1.685
H: 3.67 3.18 -4.57  0.225
H: 5.42 2.86 -4.39  0.417
H: 4.31 3.25 -3.01  -0.023
H: 2.13 0.74 -3.40  -0.499
H: 2.57 2.01 -2.31  -0.333
H: 2.98 0.36 -1.86  -0.245
C: 0.79 0.55 0.42  0.642
C: -0.13 -0.59 -0.07  0.437
O: -1.28 -0.31 -0.40  -0.024
C: 0.37 -1.98 -0.11  -0.713
H: 0.24 1.07 1.21  0.002
H: 0.92 1.23 -0.42  -0.321
H: 1.75 0.08 0.60  -0.489
H: -0.49 -2.61 -0.32  0.104
H: 0.86 -2.30 0.81  -0.217
H: 1.04 -1.98 -0.98  0.614
C: 5.85 -1.98 -1.79  -1.037
C: 5.42 -1.51 -0.44  0.774
O: 4.24 -1.26 -0.22  0.066
C: 6.46 -1.41 0.65  -1.148
H: 6.04 -3.05 -1.74  0.226
H: 6.79 -1.52 -2.10  0.464
H: 5.01 -1.82 -2.48  -0.009
H: 6.96 -2.36 0.86  0.407
H: 5.94 -1.03 1.53  0.000
H: 7.21 -0.71 0.30  0.346

[2]
# C88H103BO3P3RbS3Si

A structure of composition C88H103BO3P3RbS3Si (ωB97M-V/def2-TZVPD, the OMol25 dataset).

gap between HOMO and LUMO: 3.92 eV
E_LUMO: 3.064 eV
M: 1522.278 u
calculated total energy: -6197.90087 a.u.
max |F|: 0.55 eV/Å
net charge: -2

Last column: Mulliken charge in e.
Atoms and positions in Å:
Rb: 0.95 -0.61 0.11  2.376
C: 5.39 1.33 3.43  -1.718
C: 5.35 0.03 4.19  0.880
C: 6.48 -0.42 4.85  -0.750
C: 6.50 -1.64 5.52  -0.767
C: 5.37 -2.44 5.50  -0.761
C: 4.22 -1.99 4.86  -1.107
C: 4.18 -0.75 4.22  0.332
P: 2.70 -0.16 3.30  1.821
C: 1.48 -1.49 3.79  0.967
C: 1.33 -2.42 2.75  -0.216
C: 0.54 -3.55 2.85  -1.298
C: -0.14 -3.78 4.03  -0.533
C: -0.01 -2.88 5.07  -0.993
C: 0.76 -1.73 4.98  1.970
C: 0.81 -0.82 6.17  -1.861
C: 2.32 1.39 4.15  1.035
C: 2.62 1.60 5.50  -0.394
C: 2.22 2.73 6.19  -0.986
C: 1.46 3.70 5.49  -0.655
C: 1.22 3.58 4.15  -0.454
C: 1.75 2.48 3.37  0.253
C: 1.73 2.54 2.00  -0.209
H: 6.42 1.68 3.31  0.515
H: 4.82 2.10 3.95  0.285
H: 4.94 1.20 2.44  0.242
H: 7.38 0.19 4.84  0.375
H: 7.40 -1.97 6.03  0.323
H: 5.37 -3.41 5.98  0.385
H: 3.34 -2.62 4.85  0.393
H: 1.88 -2.25 1.83  -0.906
H: 0.46 -4.24 2.02  0.508
H: -0.76 -4.66 4.15  0.313
H: -0.54 -3.07 6.01  0.452
H: 0.01 -1.09 6.88  0.420
H: 0.68 0.22 5.88  0.237
H: 1.76 -0.91 6.69  0.381
H: 3.17 0.84 6.03  0.489
H: 2.45 2.85 7.24  0.312
H: 1.07 4.56 6.03  0.348
H: 0.67 4.35 3.63  0.275
H: 2.24 1.81 1.38  0.189
H: 1.34 3.42 1.49  -0.653
C: -2.88 8.16 -5.08  -1.652
C: -3.72 6.89 -4.84  2.016
C: -5.13 7.08 -5.42  -1.856
C: -3.02 5.73 -5.55  0.733
C: -2.99 5.63 -6.94  -0.265
C: -2.31 4.61 -7.58  -1.518
C: -1.64 3.64 -6.84  0.326
C: -1.65 3.70 -5.45  -0.304
P: -1.07 2.39 -4.29  1.031
C: -2.39 1.19 -4.77  0.283
C: -3.54 1.20 -3.98  -0.074
C: -4.67 0.48 -4.38  -0.665
C: -4.64 -0.25 -5.56  -0.530
C: -3.49 -0.28 -6.33  -0.745
C: -2.37 0.45 -5.94  -0.511
C: 0.41 1.72 -5.12  0.961
C: 1.27 2.55 -5.84  -0.941
C: 2.49 2.09 -6.30  -0.790
C: 2.88 0.78 -6.04  -0.616
C: 2.07 -0.04 -5.27  -0.544
C: 0.85 0.43 -4.81  -1.035
C: -2.34 4.76 -4.84  -0.823
O: -2.30 4.75 -3.48  -0.297
C: -3.12 5.57 -2.76  -0.450
C: -3.21 5.26 -1.39  0.026
C: -3.96 6.09 -0.58  0.154
C: -4.63 7.18 -1.14  -1.608
C: -4.56 7.43 -2.50  -0.386
C: -3.81 6.62 -3.34  0.556
P: -2.29 3.71 -0.94  0.855
C: -0.67 4.50 -0.56  0.738
C: -0.55 5.54 0.36  -0.183
C: 0.69 6.09 0.64  -0.841
C: 1.82 5.61 0.00  -0.505
C: 1.72 4.57 -0.91  -0.746
C: 0.47 4.02 -1.19  -0.203
C: -2.90 3.36 0.75  0.032
C: -2.00 3.00 1.75  -0.584
C: -2.47 2.57 2.99  -0.101
C: -3.83 2.48 3.22  -0.529
C: -4.73 2.82 2.22  -1.078
C: -4.27 3.24 0.98  -0.410
H: -2.78 8.36 -6.15  0.416
H: -1.88 8.04 -4.66  0.385
H: -3.35 9.03 -4.61  0.398
H: -5.09 7.29 -6.48  0.390
H: -5.64 7.92 -4.94  0.426
H: -5.72 6.18 -5.25  0.415
H: -3.52 6.36 -7.55  0.327
H: -2.32 4.55 -8.66  0.373
H: -1.11 2.85 -7.34  0.479
H: -3.55 1.76 -3.06  0.287
H: -5.56 0.49 -3.77  0.436
H: -5.52 -0.81 -5.87  0.397
H: -3.47 -0.86 -7.24  0.430
H: -1.48 0.42 -6.56  0.370
H: 0.97 3.58 -6.04  0.489
H: 3.14 2.74 -6.87  0.390
H: 3.83 0.42 -6.40  0.443
H: 2.39 -1.04 -5.03  0.440
H: 0.22 -0.22 -4.20  0.751
H: -4.04 5.89 0.48  0.521
H: -5.20 7.84 -0.50  0.366
H: -5.10 8.28 -2.90  0.322
H: -1.43 5.92 0.87  0.363
H: 0.77 6.89 1.37  0.381
H: 2.79 6.03 0.23  0.368
H: 2.60 4.18 -1.40  0.466
H: 0.38 3.20 -1.89  0.171
H: -0.93 3.05 1.58  0.090
H: -1.76 2.29 3.75  0.571
H: -4.20 2.14 4.18  0.368
H: -5.80 2.74 2.40  0.359
H: -4.97 3.48 0.19  0.518
C: -3.77 -5.47 -0.47  -0.492
C: -4.30 -4.25 -1.22  -0.975
S: -3.09 -2.88 -1.25  0.273
C: -2.82 -2.65 -3.03  -0.226
C: -2.03 -3.74 -3.73  -1.005
S: -0.28 -3.79 -3.21  0.131
C: -0.18 -5.43 -2.41  0.149
C: -0.99 -5.58 -1.13  -0.131
S: -2.57 -6.46 -1.42  -0.246
H: -4.59 -6.16 -0.25  0.459
H: -3.30 -5.17 0.47  0.158
H: -5.18 -3.87 -0.71  0.531
H: -4.56 -4.52 -2.25  0.365
H: -2.30 -1.70 -3.09  -0.279
H: -3.80 -2.54 -3.50  0.432
H: -2.04 -3.55 -4.81  0.515
H: -2.45 -4.73 -3.55  0.350
H: 0.88 -5.53 -2.18  -0.524
H: -0.45 -6.18 -3.15  0.442
H: -1.23 -4.60 -0.71  -0.373
H: -0.43 -6.16 -0.39  0.628
C: -3.76 -2.39 7.13  -1.944
C: -4.93 -2.41 6.15  1.806
C: -5.41 -3.86 6.02  -1.699
C: -6.06 -1.56 6.75  -1.766
C: -4.54 -1.89 4.77  0.324
C: -5.51 -1.80 3.77  0.333
C: -5.21 -1.37 2.47  -1.669
C: -3.90 -1.05 2.18  0.703
O: -3.34 -0.67 1.02  -0.869
B: -1.91 -0.54 1.22  -1.648
O: -1.72 -0.84 2.62  0.056
C: -2.92 -1.15 3.17  -0.017
C: -3.22 -1.54 4.45  -0.444
H: -4.09 -2.76 8.11  0.485
H: -3.37 -1.37 7.27  0.394
H: -2.94 -3.03 6.79  0.315
H: -5.69 -4.26 7.00  0.442
H: -4.61 -4.49 5.61  0.328
H: -6.27 -3.94 5.36  0.350
H: -6.34 -1.94 7.73  0.453
H: -6.95 -1.58 6.11  0.322
H: -5.74 -0.52 6.85  0.364
H: -6.54 -2.07 3.99  0.391
H: -5.99 -1.32 1.71  0.525
H: -2.42 -1.60 5.18  0.375
C: 6.91 -1.79 -1.09  -1.918
C: 5.52 -1.64 -0.45  2.791
C: 4.95 -0.29 -0.91  -1.522
C: 5.75 -1.51 1.06  -2.169
Si: 4.17 -3.05 -0.85  -0.356
C: 4.44 -4.67 0.32  2.690
C: 4.43 -4.30 1.81  -2.806
C: 5.70 -5.49 0.05  -1.956
C: 3.22 -5.58 0.11  -2.147
C: 4.61 -3.67 -2.73  3.137
C: 3.71 -4.86 -3.09  -2.235
C: 6.04 -4.08 -3.12  -1.931
C: 4.19 -2.53 -3.66  -2.657
H: 7.61 -1.05 -0.66  0.488
H: 6.87 -1.61 -2.16  0.297
H: 7.33 -2.78 -0.92  0.245
H: 5.70 0.51 -0.80  0.436
H: 4.08 -0.01 -0.32  0.029
H: 4.64 -0.32 -1.96  0.170
H: 6.30 -0.59 1.30  0.756
H: 6.33 -2.35 1.45  0.332
H: 4.80 -1.48 1.60  -0.098
H: 5.38 -3.87 2.13  0.276
H: 4.26 -5.20 2.42  0.700
H: 3.64 -3.59 2.04  0.409
H: 6.60 -4.89 0.18  0.293
H: 5.70 -5.91 -0.96  0.396
H: 5.77 -6.34 0.75  0.458
H: 2.29 -5.01 0.22  0.122
H: 3.21 -6.39 0.87  0.523
H: 3.22 -6.06 -0.87  0.386
H: 3.67 -4.99 -4.18  0.595
H: 2.69 -4.69 -2.73  -0.052
H: 4.09 -5.79 -2.66  0.440
H: 6.54 -4.70 -2.38  0.220
H: 6.68 -3.21 -3.30  0.415
H: 6.02 -4.65 -4.07  0.514
H: 4.82 -1.64 -3.52  0.067
H: 3.16 -2.26 -3.46  0.213
H: 4.28 -2.84 -4.72  0.715

[3]
# C8BrF17

The molecule C8BrF17 (ωB97M-V/def2-TZVPD, the OMol25 dataset).

SMILES string: FC(F)(F)C(F)(F)C(F)(F)C(F)(F)C(F)(F)C(F)(F)C(F)(F)C(F)(F)Br
gap between HOMO and LUMO: 11.98 eV
E_LUMO: 0.407 eV
M: 498.958 u
calculated total energy: -4576.60790 a.u.
max |F|: 0.40 eV/Å

Last column: Mulliken charge in e.
Atoms and positions in Å:
F: 4.65 -1.55 0.93  -0.245
C: 4.83 -0.76 -0.13  0.667
F: 6.07 -0.30 -0.09  -0.248
F: 4.69 -1.49 -1.23  -0.237
C: 3.82 0.43 -0.12  0.599
F: 3.87 1.04 -1.32  -0.281
F: 4.19 1.32 0.81  -0.284
C: 2.36 -0.04 0.18  0.609
F: 2.27 -0.31 1.49  -0.295
F: 2.10 -1.18 -0.48  -0.323
C: 1.30 1.03 -0.24  0.613
F: 1.75 2.25 0.08  -0.306
F: 1.15 0.99 -1.57  -0.278
C: -0.10 0.87 0.45  0.581
F: 0.03 1.05 1.77  -0.283
F: -0.88 1.87 -0.02  -0.288
C: -0.81 -0.50 0.19  0.714
F: -0.19 -1.44 0.92  -0.310
F: -0.67 -0.85 -1.10  -0.318
C: -2.33 -0.48 0.57  0.428
F: -2.56 0.49 1.48  -0.274
F: -2.64 -1.64 1.16  -0.276
C: -3.27 -0.28 -0.65  0.515
F: -2.87 0.73 -1.41  -0.176
F: -3.26 -1.38 -1.40  -0.204
Br: -5.08 0.06 -0.04  -0.099

[4]
# C8Cl4N3O2S4SbW

A structure of composition C8Cl4N3O2S4SbW at a distorted geometry (ωB97M-V/def2-TZVPD, the OMol25 dataset).

gap between HOMO and LUMO: 5.86 eV
E_LUMO: -3.432 eV
M: 745.787 u
calculated total energy: -4360.46652 a.u.
max |F|: 4.97 eV/Å

Last column: Mulliken charge in e.
Atoms and positions in Å:
W: 1.34 -0.38 0.15  1.490
S: 3.32 -4.34 0.36  -0.455
Sb: 3.52 -2.14 -0.07  0.522
S: 2.33 -1.18 2.04  -0.262
S: 1.56 -1.70 -1.71  -0.258
S: 5.11 -0.61 -0.49  -0.423
Cl: -5.33 -2.32 0.29  -0.165
C: -3.92 -1.31 0.19  0.435
C: -4.02 0.06 -0.14  -0.118
Cl: -5.53 0.82 -0.47  -0.157
C: -2.84 0.83 -0.15  0.399
Cl: -2.86 2.49 -0.56  -0.173
C: -1.56 0.26 0.11  0.450
O: -0.36 0.81 0.06  -0.623
C: -1.46 -1.11 0.39  0.435
O: -0.22 -1.48 0.60  -0.725
C: -2.64 -1.90 0.46  -0.095
Cl: -2.54 -3.59 0.74  -0.174
N: 3.89 5.44 -0.04  -0.394
C: 3.71 4.38 -0.42  0.430
N: 3.63 3.14 -0.83  -0.416
C: 2.80 2.34 -0.43  0.794
N: 2.05 1.46 -0.05  -0.517